No. 1
The following is a quantum chemistry calculation of a 2-piece molecular cluster, C2H7N2O overall, from OMol25.

Calculated values
Total charge: +1
Gap between HOMO and LUMO in eV: 10.020
Electronic energy in a.u.: -264.88379

CARTESIAN COORDINATES (ANGSTROEM)
C  -1.07131  1.46517  1.53719
N  -0.01952  1.83653  0.87134
H  -1.42872  1.87263  2.52119
H  -1.55555  0.53785  1.10609
H  0.37744  1.05634  0.24597
H  0.59431  2.55963  1.16293
C  0.38945  -0.92463  -1.39252
N  0.60535  -2.18087  -1.14178
O  -0.18757  -0.14333  -0.56151
H  0.90125  -0.53480  -2.30167
H  1.31753  -2.78504  -1.62003
H  0.07735  -2.75947  -0.42721


No. 2
The following is a quantum chemistry calculation of a 2-piece molecular cluster, C2H7N2O overall, from OMol25.

Calculated values
Total charge: +1
Gap between HOMO and LUMO in eV: 9.725
Electronic energy in a.u.: -264.69591

CARTESIAN COORDINATES (ANGSTROEM)
C  1.78245  -0.73085  0.04180
C  -2.81697  0.11803  0.12039
N  1.15636  0.40260  -0.49551
N  -1.59900  0.16181  -0.19389
O  2.22988  0.63051  0.48565
H  1.20897  -1.14890  0.94634
H  2.63003  -1.36284  -0.44585
H  -3.73317  -0.01110  -0.51006
H  -2.89685  0.46156  1.14392
H  3.16102  0.98972  0.14776
H  0.26465  0.48941  -0.09132
H  -1.38736  0.00003  -1.14923


No. 3
The following is a quantum chemistry calculation of a 2-piece molecular cluster, C2H7N2O2 overall, from OMol25.

Calculated values
Total charge: +1
Gap between HOMO and LUMO in eV: 10.083
Electronic energy in a.u.: -340.15454

CARTESIAN COORDINATES (ANGSTROEM)
N  0.93880  0.84758  2.36754
C  0.41161  0.47012  1.16022
O  0.00591  -0.83300  1.10701
O  0.38432  1.12492  0.14072
H  1.11077  0.20633  3.11557
H  1.46452  1.71619  2.41238
H  0.85109  -1.38916  1.22939
C  -0.92619  0.11826  -2.34667
N  -0.85163  -0.84261  -1.50328
H  -1.38056  -0.01084  -3.32793
H  -0.45547  1.07411  -2.05390
H  -0.26656  -0.74575  -0.59710
H  -1.28663  -1.73615  -1.70396


No. 4
The following is a quantum chemistry calculation of an isolated ion of composition C2H7N2O2 and charge +1, from OMol25.

Calculated values
Total charge: +1
SMILES: CO/N=[N+](\C)O
Gap between HOMO and LUMO in eV: 10.356
Electronic energy in a.u.: -339.93600

CARTESIAN COORDINATES (ANGSTROEM)
C  -0.26806  -1.72610  1.56459
O  0.15801  -1.08181  0.29558
N  -0.05395  0.22152  0.50519
N  0.05849  1.03142  -0.44229
C  0.41458  0.76645  -1.80033
O  -0.22512  2.25048  -0.02885
H  -0.97812  -1.17655  2.04444
H  0.56491  -1.97029  2.36207
H  -0.62865  -2.64731  1.16318
H  -0.63304  0.79700  -2.29442
H  1.14424  -0.15916  -1.86391
H  0.99480  1.65538  -2.34711
H  -0.54808  2.03895  0.84185


No. 5
The following is a quantum chemistry calculation of a 2-piece molecular cluster, C2H7N2O6S2 overall, from OMol25.

Calculated values
Total charge: -1
Gap between HOMO and LUMO in eV: 8.949
Electronic energy in a.u.: -1437.81141

CARTESIAN COORDINATES (ANGSTROEM)
C  -0.67711  1.60244  0.69977
C  -0.66926  0.37537  0.21458
N  2.86941  -0.75273  -1.24674
N  -0.19985  1.81598  1.90622
O  1.13773  -1.49558  0.85391
O  -1.38256  1.31060  -2.03786
O  -1.17159  -2.17189  0.42422
O  -0.57485  -0.86691  2.39466
O  -2.39753  -0.82716  -1.37414
O  0.02222  -0.64229  -2.09212
S  -0.21433  -1.15882  0.99765
S  -1.05056  0.05495  -1.44428
H  2.15406  -1.16007  -1.84097
H  -0.92918  2.43927  0.03428
H  2.67815  0.24164  -1.29916
H  2.67095  -1.11009  -0.33051
H  -2.03116  -1.54183  -0.61618
H  -0.23447  1.14127  2.63251
H  -0.00007  2.74586  2.12417


No. 6
The following is a quantum chemistry calculation of one molecule with the formula C2H7N2OP, from OMol25.

Calculated values
Gap between HOMO and LUMO in eV: 8.975
Electronic energy in a.u.: -606.36850

CARTESIAN COORDINATES (ANGSTROEM)
C  1.10974  -0.12142  0.84884
C  0.73458  -0.05415  -1.72571
N  -2.03888  0.40926  0.34767
N  1.51956  -0.07167  -0.37012
O  -0.50406  -1.07152  1.77572
P  -0.61399  0.32573  1.12827
H  1.34461  0.63253  -2.46903
H  0.71039  -1.00727  -2.28232
H  -0.31037  0.30915  -1.53138
H  -1.40712  -1.29447  1.78236
H  -2.47208  1.17312  0.86839
H  2.44833  -0.29121  -0.69369
H  -0.52071  1.06192  2.32101


No. 7
The following is a quantum chemistry calculation of one molecule with the formula C2H7N2OP, from OMol25.

Calculated values
SMILES: NP1NCCO1
Gap between HOMO and LUMO in eV: 9.958
Electronic energy in a.u.: -606.47325

CARTESIAN COORDINATES (ANGSTROEM)
N  -1.85011  0.33761  1.04366
P  -1.51526  -0.28237  -0.49009
N  -0.31040  0.89584  -0.92363
C  0.90601  0.60738  -0.10939
C  1.10218  -0.91212  -0.25440
O  0.01288  -1.66391  0.09889
H  -2.58377  -0.15827  1.48001
H  -0.98971  0.54014  1.58313
H  -0.27090  0.98999  -1.90853
H  0.83922  0.74850  1.02201
H  1.62650  1.29349  -0.54964
H  1.11996  -1.19277  -1.36745
H  1.91341  -1.20351  0.37544


No. 8
The following is a quantum chemistry calculation of one molecule with the formula C2H7N2OPS, from OMol25.

Calculated values
SMILES: N[P@@H](=O)NCC=S
Gap between HOMO and LUMO in eV: 8.521
Electronic energy in a.u.: -1004.70377

CARTESIAN COORDINATES (ANGSTROEM)
N  1.86671  -1.23383  -0.32177
P  1.67652  0.35377  0.14951
O  2.57096  1.38023  -0.34574
N  0.09896  0.76889  -0.06321
C  -1.02155  -0.17077  0.23969
C  -2.37151  0.50661  0.14004
S  -3.80188  -0.15600  -0.24144
H  0.99935  -1.76497  -0.24321
H  2.30981  -1.30021  -1.24893
H  1.90687  0.05153  1.43666
H  -0.18351  1.66145  -0.45331
H  -0.80081  -0.61529  1.20504
H  -0.99281  -1.04540  -0.60483
H  -2.25710  1.56398  0.35150


No. 9
The following is a quantum chemistry calculation of a 2-piece molecular cluster, C2H7N2S overall, from OMol25.

Calculated values
Gap between HOMO and LUMO (spin up / spin down) in eV: 8.633 / 5.220
Spin multiplicity: 2
Electronic energy in a.u.: -587.97907
<S²>: 0.753

CARTESIAN COORDINATES (ANGSTROEM)
C  -0.77681  -1.58936  -1.87028
S  0.94288  -1.31430  -1.40232
H  -0.93914  -1.72076  -2.93531
H  -1.32492  -0.71887  -1.50870
H  -1.14476  -2.46415  -1.27038
N  -0.14491  0.41200  0.79526
C  0.45766  1.54516  1.14609
N  0.50494  2.06536  2.34035
H  -0.58561  -0.08133  1.55903
H  0.10811  -0.07869  -0.10833
H  1.42052  1.84915  0.63591
H  1.48204  2.09579  2.61870


No. 10
The following is a quantum chemistry calculation of a 2-piece molecular cluster, C2H7N2S overall, from OMol25.

Calculated values
Total charge: +1
Gap between HOMO and LUMO in eV: 7.912
Electronic energy in a.u.: -587.79354

CARTESIAN COORDINATES (ANGSTROEM)
C  2.03069  -0.53842  -0.06998
C  -1.72460  0.50464  -0.08762
N  2.33197  0.67805  0.15453
N  -2.63573  -0.34291  0.11205
S  0.56031  -1.21340  -0.03236
H  2.76388  -1.18489  -0.63180
H  -1.10150  0.84234  0.75622
H  -1.40965  0.63751  -1.15490
H  3.37025  0.64966  0.08943
H  -2.88606  -0.67165  1.06933
H  1.81116  1.43179  0.39238
H  -3.11072  -0.79274  -0.59729


Calculated energy above the lowest of the compared OMol25 structures with the same formula, charge and spin (kJ/mol), listed in the same order as above: 124.4, 617.7, 67.1, 640.9, 0.0, 487.1, 212.1, 220.7, 155.2, 200.8